C9H11O3 | ωB97M-V/def2-TZVPD

Bonds (Å) are listed after each position.
Geometry (Å):
1 O -1.212 2.919 0.266  C8 1.328, H14 1.100
2 O -0.124 1.126 1.551  C5 1.300
3 O -2.692 1.211 0.155  C8 1.203
4 C -3.263 3.401 -0.729  C8 1.536, H13 1.091, H19 1.079, H23 1.080
5 C 0.320 0.073 0.932  O2 1.300, C7 1.392, C9 1.464
6 C 1.756 -2.069 -0.133  C10 1.426, C11 1.365, C12 1.525
7 C 0.147 -0.203 -0.422  C5 1.392, C11 1.441, H22 1.075
8 C -2.369 2.351 -0.054  O1 1.328, O3 1.203, C4 1.536
9 C 1.119 -0.826 1.766  C5 1.464, C10 1.350, H15 1.100
10 C 1.900 -1.804 1.260  C6 1.426, C9 1.350, H20 1.100
11 C 1.003 -1.248 -0.922  C6 1.365, C7 1.441, H18 1.108
12 C 2.519 -3.256 -0.712  C6 1.525, H16 1.121, H17 1.083, H21 1.117
13 H -2.762 4.267 -1.164  C4 1.091
14 H -0.374 2.279 0.579  O1 1.100
15 H 0.964 -0.446 2.786  C9 1.100
16 H 3.483 -3.028 -1.237  C12 1.121
17 H 1.899 -3.833 -1.387  C12 1.083
18 H 0.737 -1.422 -1.984  C11 1.108
19 H -3.855 2.901 -1.480  C4 1.079
20 H 2.734 -2.287 1.790  C10 1.100
21 H 2.755 -3.888 0.177  C12 1.117
22 H -0.675 0.110 -1.039  C7 1.075
23 H -4.011 3.673 0.001  C4 1.080

Properties
Total charge ... -1
HOMO-LUMO gap ... 6.8 eV
Relative energy (zero: lowest compared OMol25 entry of this formula, charge and spin) ... 163.5 kJ/mol
Strongest force on any atom ... 3.20 eV/Å
Molecular weight ... 167.2 g mol⁻¹